1.
2 unconnected molecules or ions with the total composition C14H16, computed with the ωB97M-V functional and the def2-TZVPD basis.

Cartesian coordinates (Å):
1 C -2.016 1.705 -0.115
2 C -1.720 2.205 -2.439
3 C 0.433 -0.752 1.640
4 H -2.271 2.043 0.870
5 C 1.112 -1.889 2.075
6 H -0.931 0.955 -4.793
7 C -0.835 0.317 -3.918
8 C -1.271 0.836 -2.671
9 C -1.211 0.035 -1.522
10 H 0.491 1.267 1.095
11 H -0.631 -0.798 1.769
12 C 3.166 -0.636 1.870
13 C 0.206 -3.232 1.961
14 C 2.478 -1.777 2.166
15 C -1.644 0.383 -0.258
16 H -1.257 -0.698 -4.083
17 H -2.445 3.687 -0.945
18 C 1.041 0.455 1.397
19 C -2.049 2.591 -1.229
20 H 2.940 1.428 1.192
21 H 4.219 -0.588 2.064
22 H -1.562 2.942 -3.286
23 H -1.694 -0.324 0.465
24 H 0.244 0.092 -3.803
25 H 0.743 -4.134 1.573
26 C 2.444 0.499 1.487
27 H -0.165 -3.567 2.950
28 H -0.817 -1.047 -1.533
29 H -0.686 -2.996 1.409
30 H 3.009 -2.697 2.398

## Properties
* relative energy (zero: lowest compared OMol25 entry of this formula, charge and spin): 2.024 eV
* HOMO level: -8.6 eV
* SMILES: Cc1ccccc1.Cc1ccccc1
* F_max: 6.22 eV Å⁻¹
* calculated total energy: -542.99849 a.u.
* frontier orbital gap: 0.3512 Ha
* multiplicity: 1

---

2.
A molecular structure, C10H17BrF6N3O9S2V, computed with the ωB97M-V functional and the def2-TZVPD basis.

Cartesian coordinates (Å):
1 C 1.556 2.372 2.372
2 H -3.333 -1.483 3.648
3 N -2.057 -2.231 2.202
4 H 0.002 5.317 -2.545
5 H -1.645 -0.361 2.954
6 C -1.373 -1.072 2.159
7 H -2.309 4.988 -4.894
8 H -4.127 -2.437 2.391
9 O -2.952 3.084 -4.649
10 O 4.423 -1.219 2.337
11 F 1.400 -1.830 3.603
12 C -0.587 -3.161 -2.573
13 O 0.248 1.165 -0.216
14 C -0.686 2.753 -2.938
15 H -0.296 -4.133 -2.182
16 H -3.176 -3.265 3.624
17 N -1.064 3.936 -3.678
18 C -3.226 -2.360 3.014
19 O 4.011 1.646 2.031
20 F 2.966 -3.327 3.479
21 H -1.802 -4.224 1.626
22 V 1.027 -0.177 -0.250
23 H -0.143 -3.035 -3.559
24 H -1.672 -3.095 -2.629
25 H 0.326 2.436 -3.199
26 S 3.217 -1.482 1.643
27 C -0.171 5.052 -3.591
28 H 0.784 4.835 -4.074
29 H -2.620 -3.206 0.421
30 O 0.803 -2.353 -0.787
31 O 3.286 -2.239 0.442
32 F 0.301 1.904 2.387
33 S 2.817 1.021 2.479
34 H -0.621 5.925 -4.070
35 C 2.159 -2.534 2.772
36 C -0.072 -2.085 -1.676
37 Br 2.757 0.629 -2.037
38 F 1.724 3.131 3.454
39 F 1.732 3.115 1.296
40 F 1.353 -3.292 2.012
41 H -0.873 -3.045 0.691
42 C -1.829 -3.227 1.178
43 H -1.350 1.931 -3.189
44 C -2.168 3.983 -4.449
45 O 2.697 0.585 3.833
46 N 2.305 -0.137 1.419
47 O -0.505 -0.905 -1.761
48 H -0.727 2.936 -1.864
49 O -0.509 -0.826 1.344

## Properties
* relative energy (zero: lowest compared OMol25 entry of this formula, charge and spin): 0.000 eV
* HOMO level (spin up / spin down): -5.9 / -6.0 eV
* F_max: 2.08 eV Å⁻¹
* calculated total energy: -6146.48062 a.u.
* frontier orbital gap (spin up / spin down): 0.3003 / 0.3048 Ha
* multiplicity: 2
* total charge: -1
* expectation value of S²: 0.7710

---

3.
A molecular structure, C28H40NO2Sm, computed with the ωB97M-V functional and the def2-TZVPD basis.

Cartesian coordinates (Å):
1 H -0.443 -2.699 2.546
2 H -1.615 -5.686 -1.455
3 H -3.410 5.993 0.464
4 N -2.055 4.639 -0.475
5 H -0.850 -7.867 -3.403
6 H 1.987 -1.303 -2.930
7 H -3.003 0.662 1.518
8 C 2.257 -3.017 0.438
9 C -2.427 3.314 0.012
10 C -3.792 2.750 -2.021
11 C -2.809 2.346 -1.089
12 H -2.006 -0.673 -2.549
13 H -2.646 6.527 -1.052
14 C -0.731 -7.471 -2.390
15 C -3.553 0.689 -3.238
16 C -0.772 0.548 1.791
17 H -2.964 -2.024 1.850
18 H 0.408 0.769 -3.632
19 H -0.552 5.968 -0.973
20 H 3.894 -4.046 -0.448
21 C -4.139 1.936 -3.081
22 H -4.260 3.717 -1.884
23 H 0.078 -4.119 -0.762
24 C 1.538 -4.278 0.943
25 H -1.596 2.916 0.614
26 H -3.937 5.307 -1.073
27 H -0.529 5.494 0.741
28 C -2.107 0.054 1.641
29 C -2.537 0.275 -2.337
30 C 0.753 1.482 -1.540
31 C 1.571 0.965 -0.502
32 C -0.903 -5.937 -2.268
33 H 3.112 -0.622 -0.589
34 C -2.089 -1.359 1.833
35 H 3.246 -1.306 1.378
36 C -2.250 1.103 -1.268
37 H -4.886 2.296 -3.794
38 H 1.465 -4.358 2.044
39 H 0.004 4.330 -0.504
40 H -1.438 -7.965 -1.729
41 C 0.687 -7.811 -1.883
42 C 2.978 -2.336 1.572
43 H 1.826 1.460 0.427
44 H 3.909 -2.893 1.770
45 H 1.128 -6.519 -0.297
46 Sm -0.525 -0.671 -0.610
47 H 0.671 -8.506 -1.024
48 C -3.064 5.663 -0.527
49 C 1.232 -6.467 -1.397
50 H 1.358 -8.218 -2.663
51 C 0.066 -0.566 2.103
52 C 0.323 -3.685 0.224
53 H -1.269 -5.495 -3.207
54 H 2.473 -3.957 -1.482
55 H 3.575 -2.493 -1.242
56 C 3.090 -3.364 -0.776
57 H 0.279 2.454 -1.544
58 H -0.610 -3.547 0.785
59 H -0.462 1.593 1.827
60 H 2.403 -2.390 2.497
61 H 1.993 -5.194 0.505
62 O 0.987 -2.391 -0.022
63 H -3.846 0.029 -4.052
64 C 2.207 -0.204 -1.006
65 O 0.405 -5.362 -1.912
66 C -0.716 5.126 -0.285
67 C 1.685 -0.479 -2.294
68 C 0.826 0.591 -2.647
69 H -3.299 3.449 0.688
70 H 1.101 -0.503 2.434
71 H 2.300 -6.277 -1.624
72 C -0.758 -1.728 2.159

## Properties
* relative energy (zero: lowest compared OMol25 entry of this formula, charge and spin): 1.802 eV
* HOMO level (spin up / spin down): -6.8 / -6.8 eV
* F_max: 3.24 eV Å⁻¹
* calculated total energy: -1953.93090 a.u.
* frontier orbital gap (spin up / spin down): 0.2518 / 0.2516 Ha
* multiplicity: 6
* expectation value of S²: 8.8031

---

4.
14 unconnected molecules or ions with the total composition C24H49N5O32, computed with the ωB97M-V functional and the def2-TZVPD basis.

Cartesian coordinates (Å):
1 O 18.238 18.503 -9.091
2 H 23.536 12.466 -10.407
3 O 19.057 9.262 -12.177
4 O 18.449 18.683 -11.350
5 O 21.225 10.610 -8.934
6 O 17.567 17.804 -16.098
7 C 19.411 16.386 -6.371
8 H 24.727 11.197 -10.229
9 H 14.206 12.132 -17.492
10 H 17.909 15.869 -12.560
11 C 18.587 13.402 -13.004
12 H 18.935 12.491 -8.412
13 C 16.880 16.832 -15.736
14 C 21.526 10.364 -13.313
15 N 20.208 17.189 -8.781
16 H 20.434 18.555 -12.945
17 H 21.433 9.287 -13.207
18 O 19.711 12.011 -8.067
19 O 15.948 13.486 -17.771
20 O 13.239 13.716 -10.804
21 O 19.613 11.430 -10.193
22 H 20.445 16.045 -10.633
23 C 23.658 11.397 -10.228
24 N 18.971 14.130 -17.640
25 H 19.454 16.423 -11.671
26 O 21.973 14.585 -15.547
27 H 21.019 13.950 -17.602
28 H 20.117 12.581 -18.437
29 O 17.452 13.726 -9.169
30 C 20.476 19.376 -13.654
31 C 20.194 11.287 -9.096
32 H 21.134 20.736 -17.863
33 C 16.573 14.591 -8.947
34 O 15.644 16.773 -15.640
35 H 22.096 12.168 -12.234
36 O 12.496 15.769 -10.349
37 H 20.739 18.244 -15.366
38 H 18.891 15.951 -9.816
39 O 11.302 14.130 -9.600
40 C 18.437 16.249 -18.943
41 H 18.997 14.774 -16.848
42 H 20.145 12.762 -16.574
43 H 19.303 15.821 -13.472
44 O 19.300 13.244 -13.959
45 H 19.081 16.796 -18.253
46 H 23.166 11.150 -9.284
47 C 18.984 18.733 -10.203
48 H 18.664 15.809 -6.931
49 N 19.116 14.341 -11.953
50 H 15.382 15.587 -9.291
51 O 20.179 19.073 -9.996
52 H 16.761 13.598 -12.127
53 O 20.474 21.378 -15.553
54 O 21.657 16.989 -6.970
55 C 20.514 20.233 -15.948
56 C 19.968 15.955 -9.657
57 H 17.140 11.868 -12.376
58 C 17.211 12.869 -12.805
59 C 22.707 14.759 -12.188
60 H 20.888 17.846 -9.154
61 O 21.704 16.665 -14.790
62 O 16.537 15.393 -7.976
63 H 20.002 19.358 -17.833
64 O 17.167 8.812 -11.009
65 H 19.762 20.136 -13.337
66 H 19.419 17.826 -8.675
67 H 18.980 18.758 -8.520
68 H 16.612 15.228 -15.364
69 H 17.430 16.259 -18.514
70 H 21.040 11.175 -11.499
71 C 20.524 16.858 -7.331
72 C 12.311 14.538 -10.211
73 H 22.390 14.664 -14.676
74 C 15.964 12.395 -17.121
75 O 21.549 16.301 -16.953
76 N 21.895 11.178 -12.055
77 O 23.554 14.457 -13.054
78 O 17.498 15.624 -15.482
79 H 22.320 10.521 -14.043
80 C 18.767 14.788 -18.968
81 C 18.021 8.447 -11.850
82 O 21.895 13.910 -11.755
83 O 23.472 9.530 -11.649
84 H 19.247 18.594 -15.179
85 N 20.162 19.052 -15.088
86 O 17.882 7.340 -12.442
87 H 21.700 19.133 -17.448
88 H 18.902 10.048 -11.629
89 H 18.615 14.052 -11.103
90 O 22.556 16.061 -11.859
91 H 20.324 15.004 -9.263
92 O 14.872 11.624 -17.015
93 H 20.100 14.126 -11.781
94 H 16.745 12.844 -13.789
95 C 22.993 10.553 -11.249
96 H 20.564 10.742 -13.651
97 H 18.150 13.554 -17.420
98 H 23.240 16.382 -12.466
99 C 18.989 15.804 -12.430
100 O 15.551 14.790 -9.837
101 H 13.934 14.401 -10.769
102 H 21.413 19.915 -13.518
103 H 19.992 15.677 -5.784
104 H 18.402 16.699 -19.932
105 C 21.695 15.893 -15.769
106 O 17.133 12.027 -16.802
107 O 18.933 14.175 -19.990
108 C 20.217 13.214 -17.559
109 C 20.859 19.819 -17.341
110 H 18.826 17.156 -5.873

## Properties
* relative energy (zero: lowest compared OMol25 entry of this formula, charge and spin): 0.000 eV
* HOMO level: 1.7 eV
* F_max: 7.51 eV Å⁻¹
* calculated total energy: -3625.37564 a.u.
* frontier orbital gap: 0.1613 Ha
* multiplicity: 1
* total charge: -4

---

5.
C17H27N3O4S in the gas phase, computed with the ωB97M-V functional and the def2-TZVPD basis.

Cartesian coordinates (Å):
1 H 3.274 3.366 -0.781
2 C -1.174 -1.081 -0.068
3 H 6.068 4.052 0.283
4 H 4.061 -1.858 1.916
5 H -3.784 -0.380 -1.782
6 N -2.509 -0.938 -0.225
7 C 4.741 1.101 0.385
8 O 3.236 -3.899 0.606
9 H 3.452 -0.762 -2.135
10 H -2.650 1.600 0.248
11 H -5.822 0.508 1.604
12 H -5.903 0.701 -1.544
13 C -0.704 -2.165 0.893
14 H 3.642 4.422 0.582
15 H 4.369 1.480 -1.710
16 H -3.124 -1.918 1.498
17 C 4.307 0.773 -0.899
18 C 4.651 0.146 1.405
19 C 0.821 -2.248 0.895
20 H -1.118 -3.125 0.584
21 H -5.456 -1.758 1.248
22 C 5.355 3.357 -0.170
23 O 5.281 2.287 0.755
24 H 1.234 -1.267 1.174
25 H -3.561 -2.736 -0.011
26 H -2.125 0.247 -1.852
27 C -3.481 -1.755 0.478
28 C 4.131 -1.104 1.147
29 C -5.802 1.509 -0.804
30 H 1.033 -2.026 -1.125
31 N 1.303 -2.676 -0.398
32 H 5.000 0.417 2.389
33 O 3.228 -3.387 -1.811
34 C 4.011 4.052 -0.371
35 H -1.046 -1.939 1.905
36 C -4.871 0.315 1.100
37 O -0.378 -0.387 -0.683
38 C -4.874 -1.132 0.568
39 H 4.132 4.890 -1.052
40 H -5.377 -1.162 -0.398
41 H -3.388 2.157 -1.259
42 C -2.970 0.041 -1.190
43 H 5.768 3.014 -1.126
44 N -4.697 1.356 0.115
45 H -4.072 0.424 1.840
46 C 3.701 -1.412 -0.131
47 H 1.167 -2.995 1.612
48 H -5.676 2.446 -1.345
49 H -6.728 1.564 -0.233
50 C 3.786 -0.485 -1.148
51 S 2.938 -2.993 -0.464
52 C -3.397 1.359 -0.515

## Properties
* relative energy (zero: lowest compared OMol25 entry of this formula, charge and spin): 1.728 eV
* HOMO level: -8.5 eV
* SMILES: CCOc1ccc(S(=O)(=O)NCCC(=O)N2CCCN(C)CC2)cc1
* F_max: 0.92 eV Å⁻¹
* calculated total energy: -1527.39153 a.u.
* frontier orbital gap: 0.3360 Ha
* multiplicity: 1

---

6.
CClF3O2S in the gas phase, computed with the ωB97M-V functional and the def2-TZVPD basis.

Cartesian coordinates (Å):
1 Cl 2.761 -0.621 0.218
2 O -2.600 0.135 0.974
3 S 1.245 0.838 0.383
4 F -0.566 -1.260 0.697
5 C -0.292 -0.374 -0.151
6 O 1.329 1.784 -0.686
7 F -1.716 0.395 -0.126
8 F -0.161 -0.897 -1.310

## Properties
* relative energy (zero: lowest compared OMol25 entry of this formula, charge and spin): 7.319 eV
* HOMO level: -9.9 eV
* F_max: 3.93 eV Å⁻¹
* calculated total energy: -1346.27430 a.u.
* frontier orbital gap: 0.3034 Ha
* multiplicity: 1